Density functional theory data (the ωB97M-V functional and the def2-TZVPD basis) for a structure of composition C49H37MoN4O8S in a non-equilibrium geometry.

The geometry in XYZ format:
```
100
Properties=species:S:1:pos:R:3:mulliken_spin:R:1
S 2.8068 -1.0497 2.2844 0.00
C -1.6811 1.3321 -3.4901 0.00
C -0.2802 5.7867 2.3656 0.00
C 2.9394 2.6025 5.4363 0.00
C 1.5616 2.0132 3.5466 0.02
C 3.9414 -3.5602 -0.8673 0.00
C 1.5194 -3.5696 0.3498 -0.01
C 0.0179 -1.7519 -3.6095 0.01
H -0.2548 -2.6558 -6.8684 0.00
C -3.8502 -0.1904 -2.6827 0.00
N -1.4894 0.0477 0.3749 -0.07
H 0.5197 0.4233 6.3503 0.00
H -0.1434 -0.6493 -5.4525 0.00
C -2.5612 -0.6574 -2.4958 0.01
H -1.2104 1.9271 -0.3800 -0.01
H 4.8938 -3.5209 -1.3807 0.00
H -0.0263 -5.1350 -3.3791 0.00
C 1.8990 2.6075 -0.2593 -0.01
C -2.9805 1.8054 -3.6908 0.00
C -2.8911 -5.8500 1.1279 0.00
C 2.1785 1.7863 6.2611 0.00
C 0.6025 4.7277 2.1924 0.00
C -3.6649 -0.5533 1.0559 0.00
H 1.6588 4.9481 2.0784 0.00
H -0.2368 -4.9130 -5.8427 0.00
O 0.4726 1.0817 1.5553 0.07
C -0.0447 -0.5098 -2.7107 0.02
C 1.2874 2.8763 -2.8893 0.00
H -0.8492 1.9428 -3.8161 0.00
H -5.1821 0.9562 0.8421 0.00
C -1.7686 -2.2196 0.9665 0.01
H -0.1856 -5.6447 0.9152 0.00
O 3.5465 -2.2918 2.1730 0.00
O 0.2068 -0.8843 -1.3993 0.08
O 3.3336 -0.1454 3.2787 0.00
Mo 0.7124 -0.4789 0.4053 1.75
C -2.0053 -4.5892 1.1147 0.00
C 1.2750 1.6416 -2.2542 0.00
H -2.3267 6.3726 2.6868 0.00
C -2.3368 -0.8563 0.8187 0.03
N 1.5133 1.5034 -0.9360 0.00
C -1.4544 0.1029 -2.8865 0.01
H -0.0027 0.6162 3.9436 -0.01
C 1.9078 3.8706 -0.8516 0.00
C -1.1904 3.1826 2.4446 0.01
C -0.1458 -4.0304 -5.2200 0.00
H -3.6488 -3.2520 1.1634 0.00
H 3.3989 -1.5329 -1.3432 0.00
H 1.0271 0.7205 -4.1587 0.00
H -2.3957 -1.6343 -2.0520 0.00
C -0.0898 -1.6333 -4.9933 0.00
H -3.6063 2.5695 -0.2232 0.00
C 0.1095 -3.5150 0.8043 0.03
H 3.2608 3.3301 3.4502 0.00
O 1.3135 -1.3011 2.4273 0.03
C 1.1102 1.0782 5.7208 0.00
H 3.0193 1.6921 1.2934 0.00
C -3.2748 1.5943 0.1148 0.00
C 1.5730 4.0151 -2.1725 0.00
H 1.9716 -5.5547 1.0126 0.00
C 2.6292 2.7150 4.0870 0.00
C 0.1538 3.4081 2.1881 -0.01
H 1.5672 4.9916 -2.6440 0.00
C -1.9452 1.2398 0.0118 0.01
O -2.2933 -6.8859 0.7675 0.00
H 4.1928 -5.5551 -0.1091 0.00
H -3.1330 4.0218 2.8049 0.00
H 2.8262 3.4390 1.4372 0.00
C 3.5418 -4.6906 -0.1730 0.00
C -0.0315 -4.1550 -3.8429 0.00
H 2.4269 1.6869 7.3113 0.00
C 3.1114 -2.4607 -0.8628 0.00
H -1.5240 2.1632 2.5518 0.00
C -0.1646 -2.7631 -5.7940 0.00
C -4.1414 0.6947 0.6907 0.00
C -2.0845 4.2338 2.6126 0.00
C 2.3127 -4.6977 0.4477 0.00
H -5.0775 1.4118 -3.4471 0.00
C 0.0561 -3.0185 -3.0444 0.01
C 1.1278 2.2079 2.0853 -0.01
H -4.3096 -1.2981 1.5053 0.00
H 2.1911 4.7258 -0.2543 0.00
H 0.0965 6.8047 2.3638 0.00
C 1.0993 0.4176 -3.1126 -0.01
H -4.6920 -0.7974 -2.3625 0.00
C -1.6365 5.5473 2.5571 0.00
H 0.1366 -3.1090 -1.9715 0.01
C 0.8016 1.1963 4.3736 0.00
N -0.4474 -2.2956 0.8142 -0.01
N 1.9179 -2.4657 -0.2684 -0.01
H 2.0002 -0.1894 -3.0047 0.00
O 2.7724 -0.3258 0.9025 0.02
C 2.3281 2.5137 1.1691 0.01
O -4.0776 -5.6289 1.4567 0.00
H -3.1348 2.7650 -4.1745 0.00
C -4.0667 1.0494 -3.2872 0.00
H 3.7853 3.1485 5.8413 0.00
C -0.6386 -4.6655 0.9737 0.00
C -2.5692 -3.3292 1.1040 -0.01
H 1.0922 2.9256 -3.9534 0.00
```

Results
* Kohn-Sham gap (spin up / spin down): 6.678 / 7.552 eV
* calculated total energy: -86451.0430 eV
* net charge: -1
* <S²>: 2.01
* HOMO (spin up / spin down): -4.8 / -5.9 eV
* F_max: 1.654 eV/Å
* spin multiplicity: 3

***

Density functional theory data (the ωB97M-V functional and the def2-TZVPD basis) for a structure of composition C49H38AsIrN5O11S4.

The geometry in XYZ format:
```
109
Properties=species:S:1:pos:R:3:mulliken_spin:R:1
C -3.7051 -3.1871 0.9163 0.01
Ir 1.8894 0.5428 0.4530 0.00
O 2.9609 4.0020 0.1076 0.00
C -5.6430 -3.4181 -0.4930 0.00
H -2.7799 -0.3953 2.5901 0.02
C -1.7167 -2.0142 5.9836 0.00
C 2.6676 3.9147 -2.9131 0.00
H -2.0009 0.0105 -5.3238 0.00
C -1.3809 -0.8362 6.6429 0.00
C 2.7723 -5.1933 2.4607 0.00
C -0.5239 1.7714 0.0381 -0.01
C -3.2531 -2.1874 0.0757 0.04
H -1.2190 4.2932 1.3930 -0.03
O -1.1260 3.7887 -3.1890 0.00
H 3.4464 -6.0397 2.4404 0.00
C -2.2597 0.3278 0.7052 0.20
H -6.5829 -3.9049 -0.7170 0.00
H -1.9313 1.0752 -1.2975 0.04
H -1.1384 -3.9649 -1.4826 0.00
C -0.1001 -0.1122 4.7413 0.02
H 2.2133 0.3901 -2.7454 0.00
O 4.9361 2.9977 -1.5954 0.00
C 1.7661 3.8099 2.9450 0.00
C -4.9134 -3.8056 0.6201 0.00
H -5.7484 -2.1021 -2.1894 0.00
H 0.5294 0.6034 4.2260 0.00
N 0.8735 -0.3308 2.0017 0.01
H -0.2588 1.6176 -6.0269 0.00
H 1.3358 -6.7046 -3.6593 0.00
N -0.9377 -1.6843 -0.9226 0.00
C 1.1691 -5.7191 -3.2447 0.00
C 2.8549 -4.2721 3.4965 0.00
C -3.9716 -1.7843 -1.0439 -0.01
C 2.1252 -4.7241 -3.4137 0.00
H 0.2454 -3.8081 0.6831 0.00
C 2.1974 5.2845 -5.3121 0.00
H -1.7484 -0.6604 7.6455 0.00
C -0.5758 0.1108 6.0271 0.00
H 2.4318 4.2365 3.6843 0.00
H -0.3113 1.0226 6.5457 0.00
C 0.7389 -3.2075 -2.1882 0.00
O 4.2243 2.2025 3.2980 0.00
C 1.0620 -3.0398 2.5120 0.00
C 0.1338 2.6497 1.0409 0.00
H -3.5899 -1.0007 -1.6878 0.00
C 3.6963 4.1284 -3.8333 0.00
H -0.7452 -6.2241 -2.4181 0.00
C 3.4331 1.8604 2.4452 0.00
S 0.1512 -1.5092 2.4368 -0.01
N 1.3474 2.1666 1.3472 0.00
H -4.0591 3.6379 2.5415 0.01
C 1.1649 5.0733 -4.4144 0.00
C 1.8382 -5.0307 1.4470 0.00
C 1.1033 1.0692 -4.4731 0.00
H -3.1191 -3.4702 1.7791 0.00
C 0.3094 -0.5698 -2.9386 0.00
C 1.9140 -3.4631 -2.8834 0.00
C 2.1488 2.6778 2.2601 0.00
O 0.0937 0.7711 -0.3700 0.04
H 4.2773 4.9458 -5.7211 0.00
H 3.5932 -4.3946 4.2774 0.00
C -0.2926 3.8068 1.6512 0.01
H 4.6893 3.7705 -3.6114 0.00
O 0.1093 5.5369 3.1707 0.00
C -1.9840 1.4606 -0.2792 0.01
H -3.7856 4.1728 0.2551 0.01
H -3.6212 1.5324 3.5775 0.01
H 1.7858 -5.7410 0.6318 0.00
C -5.1752 -2.4055 -1.3239 0.00
C -0.0875 0.9780 -5.1713 0.00
S -1.6982 -1.3762 0.3571 -0.02
C 0.9738 -3.9484 1.4687 0.00
H 0.8172 5.9343 3.6878 0.00
C 0.5497 4.3931 2.5995 0.01
C -0.2237 -4.1877 -2.0160 0.00
H 2.6575 -2.6834 -2.9916 0.00
C 0.0011 -5.4511 -2.5478 0.00
H 3.0381 -4.9313 -3.9557 0.00
S 0.6301 -1.5680 -1.4893 -0.01
O 3.5481 0.8303 1.6532 0.00
C 1.3146 0.2874 -3.3428 0.00
H -2.3403 -2.7515 6.4718 0.00
H 0.1594 5.4078 -4.6324 0.00
O 0.3378 2.9060 -1.4558 0.01
H 5.3857 2.7104 -0.7903 0.00
C 2.0028 -3.1797 3.5216 0.00
C -1.2501 -2.2468 4.7006 0.00
C -3.4390 3.2155 0.6230 0.26
H -1.4986 -3.1591 4.1727 0.00
C -3.6110 2.8675 1.9280 -0.02
H 1.8640 1.7744 -4.7824 0.00
C -2.7941 0.4804 1.9489 0.00
H 2.0098 5.8161 -6.2364 0.00
O -2.9101 2.5161 -0.3806 0.07
S -0.0784 4.0940 -2.2344 0.00
C -0.8822 -0.7034 -3.6473 0.00
C -1.0750 0.0843 -4.7680 0.00
As 3.2061 3.0961 -1.2223 0.00
H -5.2818 -4.5930 1.2639 0.00
C 3.4622 4.7992 -5.0239 0.00
O -0.3229 5.2531 -1.4049 0.00
H 2.0800 -2.4372 4.3065 0.00
C -0.4484 -1.2864 4.0989 -0.01
N 1.8262 -1.3155 -0.6820 0.00
H -1.6375 -1.4081 -3.3249 0.00
C -3.3426 1.6302 2.5365 0.33
C 1.3887 4.3896 -3.2267 0.00
O 2.8624 1.4353 -1.0873 0.00
N -1.2245 -2.0294 1.6930 0.02
```

Results
* Kohn-Sham gap (spin up / spin down): 7.320 / 5.801 eV
* calculated total energy: -188411.7293 eV
* net charge: 0
* <S²>: 0.79
* HOMO (spin up / spin down): -7.7 / -7.7 eV
* F_max: 0.749 eV/Å
* ΔE to the lowest compared entry with this formula, charge and spin: 886.2 kJ/mol
* spin multiplicity: 2

***

Density functional theory data (the ωB97M-V functional and the def2-TZVPD basis) for a structure of composition C49H39AsCoIN2O4P.

The geometry in XYZ format:
```
98
Properties=species:S:1:pos:R:3:mulliken_spin:R:1
C 0.6160 3.8255 -1.5755 0.00
C -2.1923 -3.8071 -0.5329 -0.02
H -0.0637 3.4375 -0.8252 0.00
C -2.4252 -5.0187 1.5332 0.00
C -2.7926 -4.8164 0.2080 0.00
I -7.1888 4.4845 2.7217 0.00
H 1.5916 2.5005 4.3506 0.00
H 3.2203 5.0938 -4.1315 0.00
H -5.8569 2.1998 4.3296 0.00
H -0.6868 -1.3653 6.7426 0.00
C 3.0781 2.8243 2.8012 0.00
C 2.0549 -3.6927 0.3498 0.03
C 1.0027 0.3435 -4.1717 0.00
H 0.3715 0.8264 2.9919 0.00
H 2.7050 6.4326 -2.1202 0.00
O -0.4193 -1.9072 -1.8553 -0.03
H 2.8398 -1.6505 -6.9016 0.00
C -2.2667 0.5130 1.8798 -0.02
C 1.6846 -0.8168 -3.8268 0.00
N 3.1359 1.0441 -0.3875 0.00
C 2.1945 5.4927 -2.2889 0.00
O -1.4297 0.8425 0.9792 0.03
C 3.4778 2.4555 1.5420 0.00
H 2.4009 0.6006 -0.9241 0.01
H -1.6253 0.0073 -4.8186 0.00
H -3.9477 0.6378 3.9619 0.00
H 1.0605 5.6025 -0.4668 0.00
H 0.8577 -3.1335 7.5248 0.00
H -2.8943 -5.8060 2.1112 0.00
H 5.4092 -3.7282 -0.1696 0.00
C 0.8842 3.0878 -2.7279 0.00
C 4.3799 -2.4469 1.2172 0.00
H 3.7512 1.6436 -0.9090 0.00
C 0.9654 0.7871 -5.4929 0.00
C -3.9237 2.1163 -2.5326 0.00
C -2.5547 2.1139 -2.3203 0.00
C -1.7321 1.3606 -3.1514 0.00
C -1.4591 -4.2126 2.1224 0.00
O -2.1813 -0.4545 2.6471 0.00
P 0.3801 -2.0037 1.9463 -0.09
H 1.6075 0.4052 -7.5024 0.00
H 3.1058 -1.2934 2.4928 0.00
C 1.5266 -3.6252 5.5452 0.00
C -4.8976 3.1920 1.2277 0.00
C 1.9719 -2.6893 1.3114 -0.02
C 1.6310 0.0676 -6.4737 0.00
H 1.1583 -4.1983 0.0089 0.00
C -4.2167 1.3697 3.2098 0.00
C -5.6085 3.1448 2.4188 0.00
H 1.6592 -1.1675 -2.8022 0.00
H -1.1737 -4.3664 3.1573 0.00
C -0.0905 -1.9192 6.0281 0.00
O 0.4675 0.7208 -1.2764 0.05
C 1.8276 3.5377 -3.6432 0.00
H 2.8685 -2.4451 -4.5584 0.00
C -0.2006 -1.6321 4.6724 0.00
C -3.6410 0.6180 -4.3988 0.00
C -3.8265 2.3263 1.0497 0.00
C -0.8759 -3.1929 1.3814 0.00
As 0.1389 1.3154 -2.7734 0.01
C -0.5785 -1.8378 -0.6501 -0.11
H 3.6415 3.5667 3.3549 0.00
C 1.2691 1.3032 2.6107 0.01
H 5.2841 -1.9619 1.5652 0.00
C 4.4509 -3.4407 0.2466 0.01
Co 0.1309 -0.3284 0.4138 1.16
H -3.5475 -5.4483 -0.2445 0.00
C 0.7727 -2.9120 6.4672 0.00
H -0.8914 -0.8777 4.3242 0.00
C 2.3227 -1.0896 -6.1327 0.00
H 2.0145 -3.9089 3.4811 0.00
C 3.1521 -2.0731 1.7386 0.01
H -4.5714 2.6916 -1.8831 0.00
H -5.1731 3.8982 0.4552 0.00
C 2.7357 1.4868 0.8439 -0.01
C 1.4231 -3.3419 4.1899 0.00
H 2.1984 -4.4067 5.8779 0.00
H 0.4137 1.6821 -5.7581 0.00
C 0.5573 -2.3439 3.7394 -0.01
H -3.2498 2.3335 0.1377 0.00
C 3.2876 -4.0620 -0.1824 -0.01
H -4.0673 0.0297 -5.2011 0.00
C 1.2646 5.0319 -1.3641 0.00
C 2.3458 -1.5332 -4.8170 0.00
C -5.2851 2.2353 3.4122 0.00
H 3.3323 -4.8413 -0.9340 0.00
C -4.4646 1.3696 -3.5729 0.00
H -2.4569 -3.6335 -1.5691 0.00
C 2.4798 4.7455 -3.4225 0.00
C 1.9416 2.2377 3.3619 0.00
H -5.5358 1.3668 -3.7333 0.00
H -2.1286 2.6808 -1.5029 0.00
H 4.3513 2.8913 1.0729 0.00
H 2.0603 2.9548 -4.5236 0.00
C -3.4716 1.4206 2.0403 0.01
C -1.2443 -2.9908 0.0633 -0.01
C -2.2682 0.6082 -4.1893 0.00
N 1.6508 0.9159 1.3782 0.00
```

Results
* Kohn-Sham gap (spin up / spin down): 7.682 / 7.648 eV
* calculated total energy: -178472.4233 eV
* net charge: 0
* <S²>: 0.86
* HOMO (spin up / spin down): -7.3 / -7.2 eV
* F_max: 0.963 eV/Å
* ΔE to the lowest compared entry with this formula, charge and spin: 0.0 kJ/mol
* spin multiplicity: 2

***

Density functional theory data (the ωB97M-V functional and the def2-TZVPD basis) for a structure of composition C49H40BN6O2S4Ti in a non-equilibrium geometry.

The geometry in XYZ format:
```
103
Properties=species:S:1:pos:R:3:mulliken_spin:R:1
H 0.8839 -7.7535 -3.8947 0.00
S -1.8971 -1.3285 -0.3603 0.03
H -1.9891 -8.8375 0.4532 0.00
H -2.4824 1.1304 4.3432 0.00
C -2.1027 -2.8198 6.5562 0.00
C -7.1664 -0.3167 -3.2600 0.00
C -0.5289 -8.4769 2.0006 -0.02
C 0.5730 -6.9483 -3.2411 0.01
O -0.9604 -0.2671 -1.0860 0.02
C 1.1836 1.4819 -3.0173 0.00
C -1.6293 -2.7466 -2.5684 -0.06
S 1.8023 1.2215 -1.3830 0.00
N 0.6850 0.0499 1.2702 0.01
C -1.4891 -2.8332 -1.1527 0.16
C -0.9859 -4.0065 -0.4993 0.03
C -1.5109 -6.7682 0.6208 -0.01
H 0.2866 -3.1546 3.8848 0.01
C 0.3478 1.9310 -5.6413 0.00
H -1.9545 -1.8134 -3.0063 0.01
H -3.7066 1.3296 0.2326 0.00
C -0.4625 2.2955 -4.5832 0.00
H 1.3239 -5.3799 3.9687 0.01
H -7.0783 0.4943 -3.9815 0.00
H 2.1758 0.3513 4.1040 0.00
N 0.8558 0.6149 2.4917 0.00
S -2.1225 -2.3648 2.5362 -0.01
C 1.6227 -0.8958 1.1455 0.01
C -0.2904 -5.9809 -3.6834 0.00
H 0.7934 -7.7922 3.5354 0.00
H 1.6777 -1.4925 0.2493 -0.01
H 1.2946 6.0365 1.3633 0.00
C 0.9963 5.0038 1.4018 0.00
H -3.2653 -4.8207 3.4637 0.00
H -7.4316 -1.2270 -3.8003 0.00
C -2.0279 -2.2552 5.2872 0.01
H 0.6782 4.5195 3.5681 0.00
H -1.5336 -3.7325 -4.4450 0.01
H -1.7819 -2.2488 7.4204 0.00
C -3.5674 0.0543 -2.0901 0.00
C 0.6862 4.2542 2.5237 0.00
C 1.5797 1.3316 -5.3978 0.00
C 0.0710 -3.8808 3.1070 -0.13
C -2.4194 -2.9982 4.1888 0.03
N 0.4395 2.9288 0.7804 0.00
C -0.7111 -4.9371 -2.8320 0.00
C -2.5659 -4.1187 6.7280 0.00
N 0.3593 3.0220 2.1299 0.00
N -1.8556 1.5127 1.2094 0.00
S -1.1070 2.6482 -1.9570 0.00
C -1.3679 -3.7938 -3.3769 0.10
C -0.7616 -5.7666 1.2740 0.05
C 0.8283 4.1279 0.3359 0.00
H 2.9448 0.6453 -3.8883 0.00
C 0.6400 -5.8688 -1.0912 0.00
C -1.4007 -8.0907 0.9720 0.03
Ti -0.2477 1.2472 -0.2562 0.02
H -2.7029 0.6651 -2.3063 0.00
H -0.4303 -9.5228 2.2648 0.00
C -0.0594 2.0828 -3.2622 0.00
H 0.0359 1.9786 4.1200 0.00
C -3.1758 1.2943 1.1691 0.00
H -0.6460 -5.9736 -4.7073 0.00
C -4.7658 0.2721 -2.7583 0.00
C -2.9439 -4.2739 4.3431 0.01
C -0.8100 -3.5108 2.0629 0.33
H -6.6431 -2.1270 -1.3141 0.00
H -4.8233 1.0657 -3.4945 0.00
C 1.9889 1.1092 -4.0971 0.00
C -0.8902 -4.3480 0.8954 0.11
H 1.0863 -5.8004 -0.1093 0.00
C -5.7779 -1.5110 -1.5329 0.00
H -2.2496 -5.8040 8.0171 0.00
C -2.5721 -4.7651 8.0884 0.00
C -3.0114 -4.8255 5.6077 0.00
C 1.1012 -6.8358 -1.9480 0.01
C 0.6095 -5.1290 3.1944 0.20
C 0.1619 -7.5179 2.6972 0.03
B -0.0494 1.7797 2.9436 0.00
H -1.6427 -1.2498 5.1514 0.00
C -0.3753 -4.9580 -1.4596 0.04
H -4.6908 0.8850 2.7338 0.00
H 1.8828 -7.5115 -1.6235 0.00
H -3.5730 -4.7611 8.5255 0.00
H -1.9047 -4.2414 8.7716 0.00
C -3.6739 1.0903 2.4492 0.00
C 1.8840 0.0343 3.1158 0.00
C 0.0319 -6.1509 2.3779 -0.05
H -1.4223 2.7632 -4.7663 0.00
H 3.2302 -1.6088 2.4929 0.00
C -5.8810 -0.5133 -2.5019 0.00
C -4.5951 -1.7412 -0.8527 -0.01
H -7.9911 -0.0862 -2.5832 0.00
C -2.5683 1.2035 3.2715 0.00
H -2.1937 -6.4754 -0.1674 0.00
H 2.2181 1.0414 -6.2219 0.00
H -3.3911 -5.8336 5.7312 0.00
C 2.4054 -0.9485 2.2918 0.00
H -4.5241 -2.5104 -0.1001 0.00
N -1.4958 1.4580 2.5178 0.00
O -3.3011 -2.8343 1.7364 0.00
C -3.4868 -0.9594 -1.1507 0.02
H 0.0209 2.1197 -6.6557 0.00
H 0.9826 4.2942 -0.7154 0.00
```

Results
* Kohn-Sham gap (spin up / spin down): 3.992 / 5.419 eV
* calculated total energy: -131632.9309 eV
* net charge: 0
* <S²>: 0.78
* HOMO (spin up / spin down): -5.2 / -6.6 eV
* F_max: 1.601 eV/Å
* spin multiplicity: 2